# 1
The following is a quantum chemistry calculation of a 8-piece molecular cluster, C13H14Cl28N3 overall in a non-equilibrium geometry, from the OMol25 dataset.

## Properties
Max |F|, hartree/bohr: 0.1921
LUMO level, eV: -3.21
HOMO, eV: -12.474
Total charge: +1
Gap between HOMO and LUMO, Eh: 0.3403

Cartesian coordinates (Å):
C1 -0.063 -1.567 -0.773
C2 0.345 -0.438 -1.547
C3 0.375 0.718 -2.731
N1 0.107 2.123 -2.231
C4 0.790 2.446 -0.898
N2 -0.140 2.416 0.294
C5 -1.377 2.513 -2.249
N3 -2.299 1.443 -1.708
C6 -3.400 1.997 -0.832
H1 -0.253 -2.636 -0.278
H2 1.477 0.722 -3.186
H3 -0.347 0.500 -3.629
H4 0.565 2.776 -2.936
H5 1.154 3.578 -1.004
H6 1.775 1.816 -0.720
H7 -0.746 3.263 0.363
H8 -0.677 1.524 0.373
H9 -1.668 2.665 -3.394
H10 -1.529 3.581 -1.753
H11 -2.647 0.790 -2.443
H12 -3.964 2.841 -1.426
H13 -2.967 2.348 0.204
H14 -4.221 1.172 -0.581
C7 -0.221 1.027 3.998
Cl1 1.502 1.240 4.402
Cl2 -0.963 -0.114 5.147
Cl3 -1.053 2.599 4.100
Cl4 -0.368 0.384 2.343
C8 -5.921 4.413 1.855
Cl5 -4.210 3.975 2.095
Cl6 -6.643 3.339 0.631
Cl7 -6.800 4.235 3.394
Cl8 -6.029 6.103 1.301
C9 4.100 -0.240 0.412
Cl9 5.272 -1.270 -0.448
Cl10 3.924 -0.812 2.089
Cl11 4.680 1.445 0.417
Cl12 2.522 -0.321 -0.412
C10 -6.400 -0.066 2.740
Cl13 -6.058 -1.121 1.346
Cl14 -6.204 -0.993 4.249
Cl15 -5.268 1.310 2.737
Cl16 -8.072 0.540 2.630
C11 0.728 -5.084 2.146
Cl17 1.071 -6.139 0.751
Cl18 0.925 -6.011 3.654
Cl19 1.860 -3.709 2.142
Cl20 -0.944 -4.478 2.035
C12 7.928 -4.791 -0.586
Cl21 8.675 -6.300 -1.166
Cl22 7.685 -3.682 -1.959
Cl23 6.355 -5.157 0.167
Cl24 8.996 -4.022 0.616
C13 3.728 -2.577 -3.948
Cl25 4.591 -1.266 -4.790
Cl26 4.801 -3.305 -2.726
Cl27 2.279 -1.917 -3.149
Cl28 3.241 -3.821 -5.127


# 2
The following is a quantum chemistry calculation of the molecule C4H7NO, from the OMol25 dataset.

## Properties
Max |F|, hartree/bohr: 0.0061
LUMO level (spin up / spin down), eV: 0.07 / 0.07
HOMO (spin up / spin down), eV: -7.718 / -7.719
Energy relative to the best compared isomer or geometry (same formula, charge and spin), eV: 2.904
Gap between HOMO and LUMO (spin up / spin down), Eh: 0.2864 / 0.2864

Cartesian coordinates (Å):
C1 1.618 0.384 -0.279
N1 0.204 0.293 0.115
C2 -0.545 1.364 0.000
C3 -0.257 -0.937 0.485
C4 -1.575 -1.344 0.114
O1 -2.124 -2.389 0.430
H1 1.987 1.396 -0.105
H2 1.704 0.119 -1.335
H3 2.193 -0.326 0.316
H4 -1.543 1.352 0.413
H5 -0.154 2.228 -0.521
H6 0.463 -1.636 0.888
H7 -2.070 -0.630 -0.591


# 3
The following is a quantum chemistry calculation of C38H41BaN4O3S5 as an isolated structure in a non-equilibrium geometry, from the OMol25 dataset.

## Properties
Max |F|, hartree/bohr: 0.0575
LUMO level, eV: 2.14
HOMO, eV: -4.743
Total charge: -1
Gap between HOMO and LUMO, Eh: 0.2529

Cartesian coordinates (Å):
Ba1 -0.215 -0.822 -0.161
S1 -0.681 -1.153 -3.425
C1 0.699 -0.803 -4.482
C2 0.961 -1.485 -5.677
C3 2.035 -1.221 -6.468
C4 2.850 -0.129 -6.239
C5 2.504 0.715 -5.179
C6 1.445 0.393 -4.324
S2 1.409 1.218 -2.723
C7 -0.239 2.030 -2.776
C8 -0.157 2.920 -1.614
C9 -0.043 4.282 -1.814
C10 0.164 5.116 -0.725
C11 0.370 4.539 0.542
C12 0.326 3.142 0.598
C13 0.666 2.464 1.888
S3 -0.518 1.125 2.416
C14 0.477 0.416 3.693
C15 0.190 0.756 5.017
C16 1.097 0.408 6.025
C17 2.260 -0.262 5.696
C18 2.557 -0.652 4.384
C19 1.650 -0.258 3.364
S4 2.140 -0.574 1.765
N1 -0.054 2.377 -0.400
H1 0.372 -2.364 -5.877
H2 2.157 -1.913 -7.296
H3 3.682 -0.010 -6.921
H4 3.235 1.497 -4.883
H5 -0.930 1.210 -2.823
H6 -0.211 2.647 -3.647
H7 -0.003 4.635 -2.818
H8 0.266 6.226 -0.806
H9 0.538 5.209 1.401
H10 0.796 3.140 2.663
H11 1.603 1.976 1.682
H12 -0.731 1.354 5.250
H13 0.746 0.598 7.038
H14 2.970 -0.502 6.479
H15 3.472 -1.139 4.161
C20 3.672 6.874 0.020
N2 3.872 5.507 0.416
C21 4.122 4.530 -0.669
C22 5.012 3.402 -0.142
C23 4.313 2.747 1.049
N3 3.686 3.749 1.940
C24 3.576 3.391 3.338
C25 3.543 5.066 1.664
O1 3.140 5.851 2.501
H16 2.905 7.021 -0.780
H17 4.563 7.372 -0.361
H18 3.332 7.425 0.891
H19 4.681 4.994 -1.441
H20 3.241 4.122 -1.165
H21 5.917 3.853 0.184
H22 5.350 2.673 -0.844
H23 5.011 2.253 1.700
H24 3.524 2.022 0.693
H25 4.249 3.922 3.962
H26 3.741 2.330 3.458
H27 2.606 3.648 3.768
C26 -0.006 -4.736 -2.073
N4 0.764 -3.821 -1.249
C27 0.990 -4.078 0.175
C28 1.592 -2.863 -1.808
O2 2.314 -2.144 -1.172
H28 0.593 -5.471 -2.623
H29 -0.442 -4.118 -2.860
H30 -0.781 -5.243 -1.558
H31 1.635 -4.935 0.324
H32 0.091 -4.100 0.720
H33 1.611 -3.354 0.615
H34 1.460 -2.851 -2.908
C29 -10.714 -6.031 -0.186
C30 -9.396 -5.397 -0.039
O3 -9.114 -4.269 -0.380
S5 -8.294 -6.427 0.903
C31 -6.819 -5.465 0.967
C32 -5.845 -5.674 0.029
C33 -4.718 -4.823 0.025
C34 -4.562 -3.831 0.983
C35 -5.583 -3.726 1.997
C36 -6.705 -4.536 1.932
C37 -3.422 -2.928 1.001
C38 -2.457 -2.182 0.884
H35 -10.766 -7.127 -0.098
H36 -11.056 -5.710 -1.158
H37 -11.358 -5.533 0.584
H38 -6.010 -6.334 -0.783
H39 -3.959 -4.813 -0.763
H40 -5.456 -2.912 2.726
H41 -7.497 -4.422 2.625


# 4
The following is a quantum chemistry calculation of C4H5KO2 as an isolated structure in a non-equilibrium geometry, from the OMol25 dataset.

## Properties
Max |F|, hartree/bohr: 0.0648
Spin multiplicity: 2
LUMO level (spin up / spin down), eV: -3.98 / -4.00
HOMO (spin up / spin down), eV: -10.929 / -12.994
Expectation value of S²: 0.790
Total charge: +1
Energy relative to the best compared isomer or geometry (same formula, charge and spin), eV: 0.333
Gap between HOMO and LUMO (spin up / spin down), Eh: 0.2553 / 0.3305

Cartesian coordinates (Å):
O1 0.836 -2.867 -0.917
C1 0.443 -1.741 -0.903
K1 0.842 -5.547 -1.517
H1 0.854 -0.306 -1.511
O2 -1.170 2.400 0.160
C2 -0.140 1.644 0.784
C3 -0.357 0.198 0.474
C4 0.503 -0.525 -0.322
H2 -1.222 3.265 0.579
H3 -0.179 1.787 1.878
H4 0.853 1.972 0.436
H5 -1.262 -0.280 0.860


# 5
The following is a quantum chemistry calculation of a 6-piece molecular cluster, C18H18F6O18 overall in a non-equilibrium geometry, from the OMol25 dataset.

## Properties
Max |F|, hartree/bohr: 0.1137
LUMO level, eV: -0.12
HOMO, eV: -10.917
SMILES string: O=C1OC[C@@H](F)O1.O=C1OC[C@@H](F)O1.O=C1OC[C@@H](F)O1.O=C1OC[C@@H](F)O1.O=C1OC[C@@H](F)O1.O=C1OC[C@@H](F)O1
Energy relative to the best compared isomer or geometry (same formula, charge and spin), eV: 3.561
Gap between HOMO and LUMO, Eh: 0.3968

Cartesian coordinates (Å):
C1 -1.896 30.945 -20.064
C2 -1.605 29.456 -20.032
O1 -0.267 29.383 -20.468
C3 0.040 30.503 -21.108
O2 1.059 30.660 -21.721
O3 -0.897 31.377 -20.965
F1 -2.345 28.781 -20.852
H1 -1.662 31.417 -19.110
H2 -2.930 31.150 -20.341
H3 -1.737 29.086 -19.015
C4 -7.957 31.129 -23.190
C5 -8.290 32.336 -22.364
O4 -9.347 32.989 -23.082
C6 -9.552 32.403 -24.204
O5 -10.382 32.698 -25.037
O6 -8.765 31.349 -24.362
F2 -7.154 33.131 -22.564
H4 -8.242 30.189 -22.718
H5 -6.898 30.991 -23.408
H6 -8.406 32.195 -21.290
C7 2.011 26.157 -24.792
C8 2.997 25.466 -25.727
O7 2.184 24.852 -26.717
C9 0.909 24.742 -26.162
O8 -0.058 24.208 -26.756
O9 0.840 25.370 -25.004
F3 3.637 24.424 -25.124
H7 1.795 27.206 -24.997
H8 2.380 25.929 -23.792
H9 3.664 26.154 -26.246
C10 -5.448 28.163 -14.479
C11 -4.820 27.961 -13.079
O10 -3.734 28.825 -13.136
C12 -3.391 29.050 -14.479
O11 -2.527 29.877 -14.881
O12 -4.300 28.408 -15.205
F4 -4.460 26.710 -12.932
H10 -6.084 29.041 -14.592
H11 -6.037 27.344 -14.891
H12 -5.457 28.172 -12.219
C13 4.886 33.790 -19.076
C14 3.901 34.623 -18.272
O13 4.089 34.209 -16.906
C15 4.890 33.088 -16.885
O14 5.345 32.427 -15.921
O15 5.011 32.736 -18.210
F5 2.723 34.221 -18.836
H13 5.830 34.331 -19.141
H14 4.391 33.401 -19.965
H15 4.005 35.700 -18.401
C16 6.613 27.692 -20.343
C17 6.262 27.403 -18.938
O16 6.741 26.130 -18.840
C18 6.551 25.515 -20.031
O17 6.559 24.295 -20.096
O18 6.295 26.433 -20.916
F6 4.946 27.432 -18.780
H16 7.688 27.867 -20.378
H17 6.066 28.487 -20.852
H18 6.659 28.040 -18.147


# 6
The following is a quantum chemistry calculation of C40H107BrCrN9O15P as an isolated structure in a non-equilibrium geometry, from the OMol25 dataset.

## Properties
Max |F|, hartree/bohr: 0.0864
Spin multiplicity: 4
LUMO level (spin up / spin down), eV: 1.98 / 1.98
HOMO (spin up / spin down), eV: -5.855 / -5.870
Expectation value of S²: 3.784
Total charge: -1
Gap between HOMO and LUMO (spin up / spin down), Eh: 0.2880 / 0.2885

Cartesian coordinates (Å):
Cr1 15.932 -1.464 20.814
P1 15.086 0.112 22.326
O1 14.431 -0.233 20.933
O2 15.280 -1.393 22.621
O3 14.523 1.075 23.402
O4 16.525 0.124 21.739
Br1 17.739 -3.213 20.918
C1 18.572 0.801 19.958
O5 17.675 -0.221 19.536
C2 17.499 -0.103 18.133
C3 16.670 -1.295 17.664
N1 15.602 -1.514 18.660
C4 14.819 -2.640 18.170
C5 13.784 -3.142 19.221
O6 14.406 -3.045 20.515
C6 13.799 -3.908 21.437
H1 18.906 0.728 20.993
H2 18.095 1.766 19.790
H3 19.418 0.883 19.274
H4 18.401 -0.292 17.550
H5 17.094 0.853 17.802
H6 17.259 -2.210 17.612
H7 16.288 -1.110 16.660
H8 14.996 -0.726 18.485
H9 15.535 -3.417 17.899
H10 14.357 -2.318 17.237
H11 13.589 -4.169 18.912
H12 12.834 -2.616 19.137
H13 12.803 -3.523 21.652
H14 14.293 -3.841 22.407
H15 13.760 -4.954 21.132
C7 18.395 -5.100 17.420
O7 18.204 -5.118 15.993
C8 17.147 -5.991 15.481
C9 15.700 -5.377 15.791
N2 15.619 -4.005 15.261
C10 15.181 -3.958 13.891
C11 15.631 -2.698 13.149
O8 17.047 -2.532 13.250
C12 17.852 -3.213 12.308
H16 19.171 -4.390 17.707
H17 18.662 -6.066 17.849
H18 17.498 -4.752 17.932
H19 17.288 -7.051 15.693
H20 17.137 -6.055 14.393
H21 15.628 -5.410 16.878
H22 14.864 -5.998 15.467
H23 16.534 -3.585 15.183
H24 14.098 -4.031 13.985
H25 15.648 -4.786 13.360
H26 15.062 -1.915 13.649
H27 15.287 -2.769 12.117
H28 18.275 -4.166 12.624
H29 18.770 -2.635 12.204
H30 17.466 -3.377 11.302
C13 13.634 4.004 21.892
C14 15.178 4.166 21.685
C15 15.652 5.591 21.521
O9 15.250 6.077 20.269
C16 15.166 7.468 20.205
N3 15.796 3.636 22.898
H31 13.240 4.572 22.735
H32 13.283 2.980 22.022
H33 13.237 4.466 20.988
H34 15.296 3.537 20.803
H35 16.734 5.503 21.618
H36 15.383 6.177 22.400
H37 14.252 7.882 20.632
H38 15.226 7.602 19.125
H39 16.094 7.808 20.664
H40 16.769 3.469 22.683
H41 15.344 2.739 23.006
C17 15.796 -6.439 21.637
C18 17.050 -7.268 21.672
C19 17.340 -7.842 20.277
O10 16.304 -8.668 19.818
C20 16.120 -9.944 20.422
N4 18.104 -6.446 22.191
H42 15.888 -5.606 20.940
H43 15.444 -6.102 22.613
H44 15.020 -7.120 21.288
H45 17.076 -8.084 22.394
H46 18.285 -8.371 20.157
H47 17.390 -7.018 19.565
H48 15.604 -10.486 19.630
H49 15.481 -9.824 21.297
H50 16.994 -10.534 20.698
H51 17.846 -6.144 23.120
H52 18.170 -5.587 21.664
C21 19.269 1.284 25.511
C22 19.264 0.940 24.045
C23 19.372 -0.564 23.728
O11 20.548 -1.172 24.324
C24 20.469 -2.608 24.324
N5 18.078 1.557 23.506
H53 19.973 0.631 26.026
H54 18.355 1.113 26.081
H55 19.519 2.340 25.619
H56 20.141 1.462 23.663
H57 19.343 -0.769 22.658
H58 18.484 -0.961 24.219
H59 20.187 -3.095 25.258
H60 21.514 -2.825 24.103
H61 19.942 -3.049 23.478
H62 17.638 1.116 22.711
H63 17.363 1.383 24.198
C25 14.754 0.289 27.360
C26 15.123 -0.754 26.343
C27 13.935 -1.505 25.688
O12 13.286 -2.198 26.752
C28 12.218 -3.075 26.376
N6 15.965 -0.115 25.390
H64 15.528 0.813 27.920
H65 14.199 -0.179 28.173
H66 14.120 1.044 26.895
H67 15.685 -1.490 26.917
H68 14.207 -2.282 24.975
H69 13.186 -0.835 25.266
H70 11.903 -3.616 27.268
H71 12.523 -3.797 25.619
H72 11.402 -2.469 25.982
H73 15.356 0.451 24.817
H74 16.129 -0.788 24.656
C29 18.926 -7.842 25.032
C30 18.443 -7.164 26.286
C31 18.004 -5.722 26.027
O13 16.985 -5.617 24.970
C32 16.569 -4.335 24.578
N7 17.217 -7.871 26.638
H75 18.958 -8.913 25.233
H76 19.856 -7.503 24.575
H77 18.138 -7.782 24.281
H78 19.196 -7.156 27.075
H79 18.862 -5.111 25.746
H80 17.567 -5.264 26.914
H81 16.081 -3.909 25.454
H82 15.930 -4.316 23.695
H83 17.471 -3.773 24.333
H84 16.620 -7.536 25.896
H85 16.929 -7.370 27.466
C33 10.654 -0.906 23.676
C34 11.332 -0.832 22.307
C35 10.592 -1.507 21.120
O14 10.300 -2.917 21.394
C36 9.226 -3.367 20.486
N8 11.742 0.534 21.987
H86 9.669 -0.442 23.730
H87 11.228 -0.492 24.504
H88 10.387 -1.942 23.888
H89 12.278 -1.369 22.385
H90 11.311 -1.488 20.301
H91 9.678 -0.959 20.891
H92 9.446 -3.420 19.420
H93 8.310 -2.783 20.580
H94 8.840 -4.353 20.745
H95 12.081 0.949 22.844
H96 12.570 0.450 21.415
C37 12.724 1.068 16.079
C38 13.785 1.258 17.237
C39 13.885 2.697 17.739
O15 13.907 3.732 16.783
C40 13.733 5.065 17.273
N9 13.535 0.245 18.282
H97 12.891 1.707 15.212
H98 11.718 1.246 16.460
H99 12.626 0.063 15.669
H100 14.791 1.078 16.856
H101 14.800 2.729 18.331
H102 13.111 2.918 18.474
H103 14.577 5.485 17.820
H104 12.792 5.120 17.820
H105 13.507 5.637 16.373
H106 12.567 0.375 18.539
H107 13.955 0.501 19.164